DFT (ωB97M-V/def2-TZVPD) results for C28H39N3O8P2SSiTi as an isolated structure in a non-equilibrium geometry.

Output
HOMO (alpha / beta): -5.4 / -7.1 eV
multiplicity: 3
relative energy (zero: lowest compared OMol25 entry of this formula, charge and spin): 53.8 kJ/mol

Cartesian coordinates (Å):
1 Ti 0.58008 0.89366 -0.05447
2 C -0.48838 3.60045 -4.55007
3 C 0.45563 2.71166 -3.78204
4 C 1.68354 3.20101 -3.32160
5 C 2.54554 2.39650 -2.60682
6 C 2.19672 1.07870 -2.31014
7 C 0.98556 0.57706 -2.77361
8 C 0.13102 1.39499 -3.51418
9 H -0.18733 4.64680 -4.48048
10 H -1.50797 3.51296 -4.16551
11 H -0.51952 3.34057 -5.61056
12 H 1.94971 4.23382 -3.51873
13 H 3.48835 2.79526 -2.25400
14 H 2.89813 0.41805 -1.82124
15 H 0.75134 -0.46832 -2.63036
16 H -0.81293 0.99220 -3.86871
17 C 2.96081 -3.76908 2.75453
18 Si 4.28445 -2.89905 1.78695
19 C 5.89933 -3.00954 2.70938
20 C 4.49913 -3.71364 0.14029
21 C 3.82697 -1.08260 1.69914
22 C 4.46755 -0.17115 2.52107
23 C 4.10411 1.17735 2.55159
24 C 3.06165 1.56724 1.74733
25 N 2.41343 0.71271 0.95017
26 C 2.76630 -0.58889 0.89511
27 S 1.76862 -1.52409 -0.18090
28 H 3.24192 -4.80100 2.98646
29 H 2.03862 -3.78724 2.16449
30 H 2.76202 -3.24274 3.69203
31 H 6.29466 -4.02782 2.64570
32 H 5.79665 -2.76135 3.76988
33 H 6.64407 -2.33570 2.27450
34 H 5.10976 -4.61350 0.26938
35 H 5.00472 -3.05314 -0.56980
36 H 3.53872 -3.98607 -0.29747
37 H 5.28345 -0.50230 3.15598
38 H 4.61002 1.89370 3.18319
39 H 2.69733 2.58746 1.71463
40 C -0.60720 4.76738 2.21510
41 C -1.34797 3.78704 1.32215
42 O -2.66846 4.29020 1.10387
43 P -1.47684 2.11923 2.08212
44 O -1.97325 2.29573 3.58232
45 O -2.76889 1.47700 1.40793
46 O -0.22736 1.30945 1.98162
47 P -0.50042 3.51375 -0.29610
48 O -0.45587 4.94704 -0.99411
49 O -1.39525 2.53493 -1.01457
50 O 0.88808 3.02590 -0.00551
51 H -1.12337 4.88893 3.16688
52 H -0.55706 5.73425 1.71355
53 H 0.41107 4.42481 2.40418
54 H -3.09643 3.70846 0.46132
55 H -1.47510 1.72344 4.18166
56 H -2.54588 1.21530 0.49449
57 H -1.20512 5.07457 -1.58972
58 C -4.58237 -2.76614 0.92733
59 N -3.18136 -2.81812 0.47177
60 N -2.79757 -1.67588 -0.23820
61 C -1.59569 -1.21175 0.23206
62 O -1.04234 -0.22647 -0.26722
63 C -1.23093 -2.07702 1.33714
64 C -2.21779 -2.97890 1.45311
65 C -2.39318 -4.06044 2.46338
66 C -3.34666 -1.43622 -1.54512
67 C -3.96770 -2.48252 -2.21122
68 C -4.51982 -2.26381 -3.46660
69 C -4.44080 -1.01326 -4.05931
70 C -3.79749 0.01633 -3.38962
71 C -3.24667 -0.17833 -2.12831
72 H -5.22234 -2.53011 0.08274
73 H -4.71075 -2.00635 1.70284
74 H -4.86134 -3.74533 1.30813
75 H -0.32792 -1.99578 1.91399
76 H -1.47233 -4.19180 3.02710
77 H -2.64217 -5.00484 1.97879
78 H -3.19109 -3.82013 3.16835
79 H -3.99057 -3.47008 -1.77101
80 H -5.00042 -3.08497 -3.98256
81 H -4.87070 -0.84557 -5.03805
82 H -3.71564 0.99616 -3.84408
83 H -2.73281 0.63898 -1.64368

---

DFT (ωB97M-V/def2-TZVPD) results for a 3-piece molecular cluster, C8H7Cl2NO2 overall in a non-equilibrium geometry.

Output
HOMO (alpha / beta): -7.9 / -8.1 eV
multiplicity: 1
relative energy (zero: lowest compared OMol25 entry of this formula, charge and spin): 450.1 kJ/mol

Cartesian coordinates (Å):
1 C -0.83612 1.37254 2.65915
2 C -0.60941 0.00099 2.81498
3 C -0.59182 1.93394 1.42107
4 C -0.10132 -0.75471 1.75599
5 C -0.14381 1.15838 0.37497
6 C 0.15897 -0.15133 0.50295
7 C 0.57323 -0.97722 -0.58855
8 C 1.50331 -0.91232 -1.48884
9 N -0.94709 -2.21849 -1.54033
10 O 2.63326 -0.19734 -1.49914
11 O -1.53911 -1.49792 -2.10393
12 Cl -0.61708 0.32572 -3.87325
13 Cl 1.57710 -2.11159 -2.75217
14 H -1.14062 1.91289 3.50162
15 H -0.64803 -0.45501 3.82710
16 H -0.61246 2.94076 1.13095
17 H -0.04552 -1.79618 1.79462
18 H 0.08536 1.82872 -0.52555
19 H 3.20009 -0.32450 -2.32846
20 H -1.89892 -0.07735 -3.08318

---

DFT (ωB97M-V/def2-TZVPD) results for C5H10O as an isolated structure.

Output
HOMO: -8.0 eV
multiplicity: 1
relative energy (zero: lowest compared OMol25 entry of this formula, charge and spin): 410.5 kJ/mol

Cartesian coordinates (Å):
1 C 1.98297 0.32842 0.04105
2 C 0.48906 0.49436 0.23370
3 C -0.36942 -0.07245 -0.88503
4 C -1.82525 -0.13512 -0.41102
5 O -1.81196 -0.18944 1.02673
6 C -0.68409 -0.68818 1.57486
7 H 2.29322 0.81427 -0.89293
8 H 2.55032 0.78646 0.85687
9 H 2.26469 -0.72827 -0.02552
10 H 0.21238 1.54108 0.41989
11 H -0.29723 0.55387 -1.78389
12 H 0.00384 -1.06732 -1.15641
13 H -2.36380 -0.99174 -0.83460
14 H -2.37204 0.77905 -0.66287
15 H 0.24426 0.15237 1.47191
16 H -0.31694 -1.57736 1.02721

---

DFT (ωB97M-V/def2-TZVPD) results for C29H33N3OPm as an isolated structure in a non-equilibrium geometry.

Output
net charge: -1
HOMO (alpha / beta): -1.0 / -1.0 eV
multiplicity: 5

Cartesian coordinates (Å):
1 Pm -0.18055 -0.61079 0.25629
2 N -1.16505 -1.49668 2.39639
3 N -2.26159 0.82363 0.38279
4 C 0.91192 -1.19714 -2.08159
5 C -0.44739 -1.65814 -2.10394
6 C -0.54345 -2.77338 -1.21291
7 C -1.77766 -3.53638 -0.88674
8 H -2.68002 -2.91835 -0.97687
9 H -1.75508 -3.94738 0.13181
10 H -1.89637 -4.38846 -1.57512
11 C 0.74412 -2.98268 -0.61453
12 C 1.01650 -3.92026 0.48939
13 H 0.72871 -4.94293 0.21207
14 H 0.33218 -3.68454 1.53215
15 H 2.06647 -3.90006 0.79643
16 C 1.64258 -2.01509 -1.17085
17 C 3.08495 -1.86686 -0.83525
18 H 3.30209 -2.20279 0.18529
19 H 3.41676 -0.82474 -0.92773
20 H 3.71155 -2.46474 -1.51489
21 C -1.59339 -1.01247 -2.80807
22 H -1.85464 -1.57094 -3.72032
23 H -1.36758 0.02121 -3.10770
24 H -2.50304 -0.97584 -2.18812
25 C 1.47192 -0.01148 -2.79108
26 H 1.89554 0.73606 -2.09743
27 H 0.71172 0.49655 -3.39406
28 H 2.29122 -0.30811 -3.46412
29 C -0.92368 -2.54318 3.38106
30 H 0.01856 -2.34927 3.90613
31 C -2.09550 -2.75213 4.25708
32 H -1.93855 -3.34068 5.15810
33 C -3.31983 -2.27727 3.90741
34 H -4.18492 -2.47535 4.55035
35 C -3.50824 -1.56666 2.71707
36 H -4.48779 -1.25662 2.37179
37 C -2.39035 -1.18562 1.94977
38 C -2.54825 -0.53562 0.61295
39 H -3.39552 -0.87907 0.00786
40 C -1.07387 1.41801 0.80696
41 C -2.93092 1.70249 -0.50211
42 H -3.89734 1.45623 -0.90100
43 C -2.12248 2.76166 -0.68318
44 H -2.27888 3.64682 -1.27630
45 N -0.95646 2.55560 0.06836
46 C 0.31730 3.16490 -0.06592
47 C 0.84054 3.47158 -1.34024
48 C 2.19528 3.82108 -1.43435
49 H 2.60947 4.08648 -2.41107
50 C 3.03137 3.82100 -0.31569
51 C 4.48048 4.19075 -0.42414
52 H 5.12688 3.30755 -0.33555
53 H 4.76428 4.88261 0.37778
54 H 4.68401 4.66720 -1.38686
55 C 2.50065 3.44826 0.92078
56 H 3.15475 3.41797 1.79668
57 C 1.15392 3.11528 1.06646
58 C 0.65015 2.72023 2.41377
59 H -0.01609 3.48302 2.83832
60 H 1.50865 2.62107 3.08727
61 H 0.10332 1.75383 2.43012
62 C 0.04278 3.34889 -2.59932
63 H -0.71915 4.13609 -2.68302
64 H -0.45533 2.37295 -2.70660
65 H 0.71502 3.45510 -3.46111
66 O -1.32135 -4.75483 2.49639
67 C -0.63534 -3.77759 2.49271